Entry from the Open Molecules 2025 dataset: C36H46ClCrF4N7 as an isolated structure (ωB97M-V with the def2-TZVPD basis set).

Output
ΔE to the lowest compared entry with this formula, charge and spin ... 0.000 eV
Highest occupied orbital energy (alpha / beta) ... -9.82 / -10.08 eV
Strongest force on any atom ... 0.12 eV Å⁻¹
Molar mass ... 740.254 g/mol
Net charge ... +1
Multiplicity ... 4
E_LUMO (alpha / beta) ... -2.10 / -2.10 eV

Geometry (Å):
Cr 0.96979 -0.85252 0.19161
C 0.03916 -3.29085 -2.52810
C 0.18962 -1.79018 -2.69424
N 1.29323 -1.11603 -1.93580
C 1.49275 0.23909 -2.53958
C 1.91044 0.31505 -4.00285
C 2.57369 -1.88099 -2.03258
C 2.72602 -2.94246 -0.95209
N 2.25771 -2.35261 0.28754
C 2.52180 -2.89689 1.49904
C 1.98701 -2.24160 2.61637
F 1.22608 -1.11225 2.33404
C 2.13507 -2.64154 3.91959
F 1.56444 -1.91930 4.89005
C 2.86815 -3.77496 4.21210
C 3.40974 -4.45878 3.13801
F 4.11917 -5.56643 3.36334
C 3.25101 -4.05294 1.82459
F 3.80358 -4.80206 0.85237
H -0.86515 -3.59205 -3.05877
H -0.07153 -3.59014 -1.49017
H 0.86887 -3.83557 -2.97716
H -0.73312 -1.28635 -2.41217
H 0.35361 -1.59241 -3.75467
H 2.26043 0.74395 -1.96525
H 0.57401 0.80442 -2.38507
H 2.81696 -0.25603 -4.20336
H 2.13217 1.36134 -4.21548
H 1.13962 -0.00454 -4.70212
H 3.37727 -1.15075 -1.91301
H 2.67843 -2.31421 -3.03021
H 3.78430 -3.21057 -0.91004
H 2.18184 -3.85547 -1.20184
H 3.00860 -4.11699 5.22590
C -3.76218 3.33285 -0.30143
C -3.62377 2.82809 -1.71089
C -4.66266 2.94527 -2.63052
C -4.53318 2.47575 -3.92880
C -3.35322 1.87438 -4.34440
C -2.30515 1.74858 -3.44745
C -2.44589 2.22474 -2.14997
N -1.36624 2.03696 -1.22375
C -1.20858 0.92371 -0.50139
N -2.04133 -0.08921 -0.73003
C -1.99717 -1.37359 -0.09376
C -0.77469 -1.92369 0.29110
C -0.83873 -3.17238 0.91319
C -2.04266 -3.83555 1.10804
C -3.22906 -3.25798 0.68380
C -3.22946 -2.00834 0.07742
C -4.51386 -1.35636 -0.35930
N -0.20478 0.84319 0.41238
C -0.65360 1.30417 1.71836
C -1.19547 0.39251 2.62762
C -1.61482 0.78783 3.88696
C -1.51136 2.11707 4.26250
C -0.99123 3.03220 3.36400
C -0.56113 2.65540 2.09211
C -0.02493 3.71939 1.17532
H -4.79754 3.58854 -0.08540
H -3.16292 4.23363 -0.15181
H -3.42934 2.59473 0.43141
H -5.58940 3.41044 -2.31843
H -5.35868 2.58035 -4.62013
H -3.24897 1.51269 -5.35809
H -1.36795 1.29110 -3.74337
H -0.67639 2.75836 -1.06438
H -2.76866 0.05959 -1.41768
H 0.07246 -3.66009 1.24118
H -2.05561 -4.80753 1.58454
H -4.16991 -3.77345 0.83204
H -5.36791 -1.96795 -0.07621
H -4.56056 -1.22436 -1.44539
H -4.63888 -0.37237 0.09927
H -1.28484 -0.64581 2.34373
H -2.02021 0.05329 4.57027
H -1.83450 2.43961 5.24323
H -0.91560 4.07577 3.64875
H 0.41833 4.53551 1.75271
H -0.82341 4.18431 0.59081
H 0.70730 3.32924 0.46799
N 3.45183 3.59850 1.40886
C 3.95997 2.27340 1.87080
C 2.87044 1.20776 1.80924
N 2.70805 0.57866 0.49132
H 4.14839 4.33185 1.52261
H 2.61595 3.86908 1.92700
H 3.14664 3.55643 0.34986
H 4.34022 2.38188 2.88525
H 4.79312 2.01542 1.21712
H 1.90769 1.63469 2.10255
H 3.10031 0.44086 2.54757
H 3.56741 0.09264 0.24807
H 2.57337 1.32054 -0.20580
Cl 2.53024 3.31131 -1.34061

These are the Löwdin partial charges, in e, on atoms 1 to 2:
1. Cr 0.843
2. C -0.053